No. 1
C26H30N9O4Sn | wB97M-V/def2-TZVPD

Geometry as XYZ:
```
70
Properties=species:S:1:pos:R:3:mulliken_charge:R:1
Sn -0.3908 0.0482 -1.2779 0.6322
C 6.2991 -2.4476 2.2295 -1.5669
C 4.8885 -1.9752 1.9997 0.5398
C 4.1122 -1.4450 3.0253 -1.0559
C 2.8091 -1.0325 2.8269 -0.7872
C 2.1633 -1.1071 1.5644 0.3281
N 0.8916 -0.7293 1.2982 0.2241
C 0.1816 0.0588 2.1432 0.1958
C 0.6657 1.1446 2.9142 -0.0809
C -0.1668 1.9361 3.6837 -1.0519
C -1.5437 1.7310 3.7407 0.6105
C -2.4512 2.6386 4.5262 -1.5927
C -2.0495 0.6788 2.9873 -0.3086
C -1.2204 -0.1320 2.2329 -0.3343
N -1.8109 -1.2367 1.5468 0.2267
C -2.5939 -2.1987 2.0730 -0.1860
C -2.9880 -3.0227 1.0433 -1.1867
C -2.3809 -2.4740 -0.0973 -0.7919
N -1.6787 -1.4013 0.2240 0.6787
C 2.9608 -1.7028 0.5501 -0.1943
C 4.2669 -2.1056 0.7649 -0.1133
N 2.4300 -1.9373 -0.7572 0.9263
C 2.8939 -1.4093 -1.9105 -0.5021
C 2.2262 -2.0262 -2.9411 -0.4767
C 1.3756 -2.9408 -2.2943 -0.5904
N 1.5059 -2.8876 -0.9770 -0.7587
H 6.7835 -1.8715 3.0199 0.3830
H 6.9044 -2.3441 1.3271 0.3549
H 6.3357 -3.5004 2.5255 0.2679
H 4.5402 -1.3552 4.0199 0.3379
H 2.2508 -0.6525 3.6708 0.4534
H 1.7259 1.3606 2.8856 0.6058
H 0.2655 2.7584 4.2462 0.2932
H -1.8947 3.1773 5.2946 0.3977
H -3.2452 2.0775 5.0229 0.3470
H -2.9313 3.3828 3.8852 0.2604
H -3.1166 0.4821 2.9696 0.4099
H -2.7844 -2.2251 3.1322 0.4432
H -3.6076 -3.8993 1.1093 0.4260
H -2.4164 -2.7895 -1.1270 0.5168
H 4.7983 -2.5577 -0.0667 0.3905
H 3.6364 -0.6295 -1.8950 0.4791
H 2.3205 -1.8297 -3.9950 0.5079
H 0.6649 -3.6252 -2.7306 0.3956
N 0.3353 2.4055 -0.3233 -0.6119
C -0.8690 3.0569 0.1756 0.0756
C -2.0943 2.6106 -0.6127 0.2728
O -2.9391 3.4669 -0.9220 -0.7921
N -2.1673 1.2952 -0.8537 0.3494
C -3.3831 0.8259 -1.5034 -0.8887
C -3.0789 -0.0123 -2.7452 0.3538
O -3.8433 0.0044 -3.7120 -0.7860
O -1.9917 -0.6964 -2.6778 -0.3998
H 1.1036 2.4356 0.3338 0.2278
H 0.6170 2.7859 -1.2214 0.2744
H -0.8321 4.1485 0.1479 0.4251
H -1.0170 2.7391 1.2086 -0.4973
H -4.0303 1.6565 -1.7743 0.5321
H -3.9431 0.1747 -0.8187 0.3498
C -0.1225 0.0638 -5.1329 -0.8619
N -1.2205 1.0078 -5.0216 -0.1212
C -1.2145 1.9204 -4.0007 0.1048
N -2.3654 2.6365 -3.8554 -0.4598
O -0.2313 2.0900 -3.2691 -0.6044
H 0.0707 -0.1531 -6.1844 0.3723
H -0.3429 -0.8595 -4.5945 0.2317
H 0.7655 0.5130 -4.6947 0.3286
H -2.1342 0.6085 -5.1950 0.3631
H -3.2057 2.2051 -4.2116 0.3614
H -2.4910 3.0871 -2.9552 0.3467
```

Output
**Net charge**: -1
**LUMO energy**: 2.8 eV
**Relative energy (zero: lowest compared OMol25 entry of this formula, charge and spin)**: 14.00 kJ/mol
**Gap between HOMO and LUMO**: 6.65 eV
**Total energy**: -54886.253 eV

No. 2
C46H72FN2O22S | wB97M-V/def2-TZVPD

Geometry as XYZ:
```
144
Properties=species:S:1:pos:R:3:mulliken_charge:R:1
C -3.1239 6.0197 -0.0377 -0.8364
C -1.8705 5.0053 -0.3400 0.2831
C -0.5204 5.9527 -0.4650 -0.8782
C -1.7071 3.7987 0.8054 1.2539
C -2.8254 3.9800 2.0346 -0.8218
C -2.1691 2.4059 0.0125 -1.0145
O -2.3113 1.2425 0.8944 -0.2506
N -1.3530 0.3223 0.7135 0.7044
S 0.2899 0.9295 0.8997 -0.0870
C -1.5383 -0.5159 -0.5682 0.5747
C -0.1181 -0.5638 -1.4084 -0.0242
O 0.0175 0.1335 -2.5693 -0.4692
C -1.5307 -0.7010 1.8559 -0.0012
O -0.6403 -1.7250 1.9365 -0.3068
N -2.5955 -0.6234 2.9242 -0.0919
C -2.1701 0.1827 4.1305 0.4668
O -1.4048 1.2804 4.1225 -0.3695
F -2.5872 -0.3058 5.4974 -0.2305
H -2.9396 6.5985 0.9626 0.1059
H -3.2776 6.8065 -0.9055 0.4581
H -4.1532 5.4265 0.0333 -0.1766
H -2.0887 4.4983 -1.3966 0.2527
H 0.3140 5.3946 -1.1104 0.2233
H -0.7839 6.9640 -1.0419 0.2823
H -0.1441 6.2240 0.6177 0.1444
H -0.6017 3.7576 1.1970 -0.3617
H -2.7353 3.1078 2.8199 0.1757
H -2.6275 4.9940 2.5848 0.0910
H -3.9166 3.8877 1.5769 0.2119
H -1.5065 2.2450 -0.9373 0.4305
H -3.2652 2.6476 -0.3953 0.2985
H 0.1859 1.7973 2.0344 0.2325
H -1.9470 -1.6103 -0.3213 -0.3982
H -2.3466 -0.0485 -1.2968 0.3634
H 0.8441 -1.1552 -1.0562 0.3371
H -3.5332 -0.3529 2.5567 0.4198
O 5.2060 -3.4727 3.9761 -0.6036
C 4.0685 -3.4042 3.5405 0.4283
O 3.2206 -2.3576 3.7634 -0.3680
C 1.9448 -2.6606 3.2010 0.1169
C 2.2109 -3.7097 2.1533 -0.3914
C 3.3832 -4.4623 2.7300 0.1202
H 1.2894 -3.0263 3.9984 0.1916
H 1.5074 -1.7553 2.7699 -0.0296
H 1.3434 -4.3421 1.9473 0.2925
H 2.5096 -3.2285 1.2140 0.2078
H 3.0617 -5.2693 3.3944 0.3395
H 4.0397 -4.8448 1.9451 -0.3047
O 2.1408 6.3658 -1.4520 -0.5644
C 2.7462 5.8501 -0.5270 0.5088
O 2.1540 5.1574 0.4897 -0.2410
C 3.1463 4.7915 1.4474 -0.3817
C 4.4528 4.8230 0.6983 -0.4881
C 4.2278 5.9195 -0.3120 -0.5045
H 3.1212 5.5140 2.2699 0.2854
H 2.9270 3.7957 1.8434 0.2058
H 5.3164 4.9953 1.3461 0.3439
H 4.6050 3.8697 0.1777 0.2386
H 4.4848 6.9031 0.0910 0.2767
H 4.7704 5.7271 -1.2404 0.3082
O -6.3621 5.4274 -1.5895 -0.6363
C -6.9376 6.0030 -0.6809 0.5190
O -6.3108 6.7378 0.2842 -0.2443
C -7.2750 7.1728 1.2417 -0.3827
C -8.5982 7.1255 0.5235 -0.6508
C -8.4150 5.9727 -0.4308 -0.2175
H -7.2441 6.4949 2.1012 0.1872
H -7.0297 8.1841 1.5789 0.3208
H -9.4500 7.0042 1.1979 0.3612
H -8.7454 8.0523 -0.0442 0.3050
H -8.6801 5.0170 0.0298 0.2486
H -8.9748 6.1253 -1.3565 0.2104
O -3.5002 -2.7102 -0.3233 -0.6913
C -3.4342 -3.9032 -0.5695 0.4863
O -4.0842 -4.5130 -1.6038 -0.3349
C -3.8702 -5.9215 -1.5261 -0.4522
C -2.6144 -6.0886 -0.7113 -0.5680
C -2.6754 -4.9156 0.2340 0.0773
H -4.7409 -6.3812 -1.0468 0.2768
H -3.7610 -6.3340 -2.5333 0.3367
H -2.5551 -7.0558 -0.2052 0.3392
H -1.7355 -5.9919 -1.3603 0.2752
H -3.2422 -5.1513 1.1390 0.3218
H -1.6769 -4.5510 0.4859 -0.1118
O 5.1045 -6.2557 0.5243 -0.6827
C 5.7099 -6.7715 1.4493 0.6802
O 5.1176 -7.4642 2.4660 -0.3585
C 6.1100 -7.8301 3.4236 -0.4108
C 7.4164 -7.7986 2.6745 -0.6177
C 7.1915 -6.7021 1.6643 -0.0501
H 6.0848 -7.1076 4.2462 0.2493
H 5.8907 -8.8259 3.8197 0.3338
H 8.2800 -7.6263 3.3223 0.3712
H 7.5687 -8.7519 2.1540 0.2748
H 7.4485 -5.7185 2.0672 0.3324
H 7.7341 -6.8945 0.7359 -0.1114
O -5.7234 7.8945 3.5620 -0.5687
C -5.1179 7.3788 4.4870 0.5387
O -5.7102 6.6861 5.5037 -0.3664
C -4.7179 6.3202 6.4614 -0.5161
C -3.4114 6.3517 5.7123 -0.1972
C -3.6363 7.4482 4.7020 -0.2221
H -4.7430 7.0427 7.2839 0.2711
H -4.9371 5.3244 6.8575 0.3509
H -2.5478 6.5240 6.3601 0.3932
H -3.2591 5.3984 5.1917 -0.0189
H -3.3793 8.4317 5.1050 0.3319
H -3.0937 7.2557 3.7736 0.0291
O 11.2388 -5.3246 -0.1305 -0.6056
C 10.3964 -5.4444 -1.0047 0.3806
O 9.5130 -6.4824 -1.0855 -0.4279
C 8.7529 -6.3579 -2.2865 -0.0048
C 8.8394 -4.9020 -2.6629 -0.5165
C 10.2075 -4.5123 -2.1630 -0.3164
H 9.1928 -7.0110 -3.0475 0.0409
H 7.7209 -6.6715 -2.1039 0.3464
H 8.6974 -4.7247 -3.7323 0.3040
H 8.0745 -4.3326 -2.1210 0.2639
H 10.9837 -4.7066 -2.9084 0.2461
H 10.2340 -3.4696 -1.8384 0.2831
O 8.9318 -6.5630 -5.6989 -0.5873
C 8.1752 -7.5053 -5.8651 0.5623
O 6.8244 -7.4509 -5.6738 -0.3554
C 6.2733 -8.7549 -5.8520 -0.4074
C 7.2771 -9.4994 -6.6929 -0.4808
C 8.5869 -8.8914 -6.2593 -0.3958
H 6.1347 -9.2131 -4.8671 0.2602
H 5.3012 -8.6798 -6.3480 0.2986
H 7.2319 -10.5834 -6.5581 0.3237
H 7.1052 -9.2829 -7.7543 0.2656
H 9.0036 -9.4022 -5.3868 0.2394
H 9.3099 -8.8701 -7.0780 0.3038
O -12.2133 4.1851 -3.7553 -0.5896
C -11.0261 4.1131 -4.0263 0.5068
O -10.0832 3.5542 -3.2121 -0.3634
C -8.7933 3.7405 -3.7928 -0.1376
C -9.0462 3.9610 -5.2613 -0.5468
C -10.3828 4.6587 -5.2651 -0.3649
H -8.3183 4.6056 -3.3183 0.0474
H -8.1767 2.8549 -3.6134 0.3050
H -8.2538 4.5307 -5.7538 0.3174
H -9.1352 2.9942 -5.7716 0.2709
H -10.2765 5.7424 -5.1650 0.2483
H -10.9643 4.4068 -6.1550 0.2953
```

Output
**Net charge**: +1
**LUMO energy**: -5.0 eV
**Gap between HOMO and LUMO**: 6.09 eV
**Total energy**: -110431.386 eV

No. 3
C3H12O3 | wB97M-V/def2-TZVPD

Geometry as XYZ:
```
18
Properties=species:S:1:pos:R:3:mulliken_charge:R:1
C 0.4734 -0.8864 2.2271 -0.6697
O 0.2104 -0.6352 0.8461 -0.4597
H 0.6045 -1.9576 2.3780 0.2646
H 1.3667 -0.3565 2.5751 0.3010
H -0.3442 -0.4465 2.7936 0.2604
H 1.0107 -0.7948 0.3365 0.2420
C 1.2676 -0.3256 -2.1607 -0.5355
O 1.5502 -1.6506 -1.7073 -0.5592
H 1.6218 0.3744 -1.4088 0.2143
H 1.7339 -0.1686 -3.1350 0.3375
H 0.1899 -0.1768 -2.2799 0.2437
H 1.6456 -2.2573 -2.4397 0.3064
C -1.9960 1.8852 0.4039 -0.5297
O -1.9906 0.6955 -0.3431 -0.5045
H -3.0314 2.1967 0.5391 0.2450
H -1.5289 1.7535 1.3889 0.1825
H -1.4135 2.6963 -0.0495 0.2220
H -1.3702 0.0544 0.0357 0.4390
```

Output
**LUMO energy**: 0.8 eV
**Relative energy (zero: lowest compared OMol25 entry of this formula, charge and spin)**: 125.62 kJ/mol
**Gap between HOMO and LUMO**: 10.45 eV
**Total energy**: -9446.725 eV

| no. | HOMO (eV) |
| --- | --- |
| 1 | -3.88 |
| 2 | -11.13 |
| 3 | -9.69 |